A cluster of 2 separate species, C2H5ClN2O2 in total in a non-equilibrium geometry. Source: OMol25; level of theory: ωB97M-V/def2-TZVPD.

Highest occupied orbital energy (alpha / beta) ... -9.39 / -9.46 eV
2S+1 ... 1
Calculated total energy ... -21746.7547 eV

The geometry in XYZ format:
```
12
Properties=species:S:1:pos:R:3:forces:R:3
C 0.466 1.802 0.270 -0.2 -0.3 0.0
C 0.064 0.468 -0.372 0.0 0.6 -0.7
N -0.487 -0.367 0.641 0.0 -1.2 0.8
N -0.016 -2.518 -0.072 -0.6 2.3 0.5
O 1.103 -2.652 -0.403 0.6 -0.9 -0.3
O -1.014 -3.128 0.001 0.1 -1.2 -0.2
Cl -2.151 -0.570 0.600 0.0 0.5 -0.1
H -0.409 2.287 0.699 0.0 0.1 0.0
H 1.182 1.620 1.066 0.1 0.0 0.1
H 0.906 2.452 -0.476 0.1 0.1 -0.1
H -0.617 0.638 -1.216 0.1 -0.1 0.1
H 0.972 -0.030 -0.738 -0.1 0.0 0.0
```
Forces are in eV/Å.

***

A structure of composition C65H101CdN3O5Se. Source: OMol25; level of theory: ωB97M-V/def2-TZVPD.

Highest occupied orbital energy ... -1.79 eV
Total charge ... -2
2S+1 ... 1
Calculated total energy ... -153667.1830 eV

The geometry in XYZ format:
```
176
Properties=species:S:1:pos:R:3:forces:R:3
Cd 0.637 -0.014 -0.925 0.2 -0.1 -0.4
C 5.615 -0.233 0.573 -0.1 0.0 -0.1
N 4.205 -0.216 0.877 0.0 0.0 0.0
C 3.914 -1.213 1.892 -0.1 0.0 -0.1
C 3.761 1.093 1.322 -0.2 0.0 -0.2
C 3.636 2.178 0.253 0.0 -0.1 0.0
N 2.519 2.088 -0.717 0.0 -0.3 0.1
C 3.024 2.047 -2.114 0.1 0.0 0.0
C 3.829 0.857 -2.552 -0.3 0.1 0.2
C 5.200 0.909 -2.694 0.1 -0.1 0.0
C 5.912 -0.153 -3.249 -0.1 0.1 0.0
C 5.147 -1.176 -3.807 0.1 0.0 0.0
C 3.761 -1.250 -3.755 -0.1 -0.1 0.1
C 3.056 -0.259 -2.997 0.5 0.1 -0.3
O 1.781 -0.256 -2.827 -0.3 -0.1 0.2
C 3.073 -2.302 -4.644 -0.1 0.0 -0.1
C 1.580 -2.513 -4.347 0.1 0.1 0.1
C 3.187 -1.818 -6.102 0.0 0.0 0.1
C 3.765 -3.672 -4.534 0.0 0.1 0.0
C 7.435 -0.221 -3.298 0.1 0.0 -0.1
C 7.930 -0.133 -4.750 0.0 0.0 0.1
C 8.091 0.911 -2.501 -0.1 0.0 -0.1
C 7.923 -1.548 -2.693 -0.1 0.1 -0.1
C 1.667 3.300 -0.643 -0.2 0.1 -0.1
C 0.464 3.386 0.266 0.0 -0.1 0.0
C 0.393 4.394 1.211 0.0 0.0 0.1
C -0.810 4.749 1.822 -0.1 0.0 0.1
C -1.933 4.042 1.415 0.0 0.1 0.0
C -1.939 3.059 0.430 0.1 -0.1 -0.1
C -0.696 2.654 -0.139 -0.2 0.4 0.1
O -0.587 1.758 -1.079 0.0 0.1 0.0
C -3.326 2.548 -0.001 -0.1 0.0 -0.1
C -4.281 3.745 -0.199 0.0 -0.1 0.1
C -3.337 1.775 -1.325 0.1 0.1 0.1
C -3.899 1.633 1.089 0.0 0.1 -0.1
C -0.910 5.928 2.793 0.1 0.1 0.0
C -0.142 5.629 4.085 0.0 0.0 -0.1
C -2.356 6.260 3.173 0.1 0.0 0.0
C -0.307 7.182 2.138 0.0 -0.1 0.0
H 6.238 -0.008 1.464 0.0 0.0 0.0
H 5.835 0.491 -0.205 0.1 0.1 -0.1
H 5.892 -1.219 0.194 0.0 0.0 0.0
H 2.842 -1.258 2.064 -0.1 0.0 0.1
H 4.257 -2.192 1.549 0.0 0.0 0.0
H 4.429 -0.982 2.845 0.0 0.0 0.0
H 4.468 1.479 2.088 -0.1 0.0 0.0
H 2.785 0.974 1.789 -0.1 -0.1 0.1
H 4.578 2.256 -0.300 0.0 0.0 0.0
H 3.527 3.113 0.816 0.0 0.0 -0.1
H 3.595 2.972 -2.313 0.0 0.0 0.0
H 2.140 2.052 -2.755 0.0 0.1 0.1
H 5.716 1.815 -2.390 0.0 0.0 0.1
H 5.679 -1.942 -4.364 0.0 -0.1 0.0
H 1.004 -1.622 -4.578 0.0 0.0 0.1
H 1.404 -2.734 -3.296 -0.1 0.1 -0.3
H 1.205 -3.343 -4.956 0.0 0.0 0.0
H 2.703 -0.845 -6.201 0.0 0.0 0.0
H 2.696 -2.523 -6.782 0.0 0.0 0.0
H 4.232 -1.710 -6.402 0.0 0.0 0.0
H 3.827 -3.985 -3.490 0.1 0.0 -0.1
H 4.775 -3.661 -4.947 0.0 0.0 0.0
H 3.193 -4.424 -5.085 0.0 0.0 0.0
H 7.636 0.820 -5.195 0.0 0.0 0.0
H 7.501 -0.936 -5.352 0.0 0.0 0.0
H 9.021 -0.216 -4.793 0.0 0.0 0.0
H 7.865 1.888 -2.932 0.0 0.0 0.0
H 9.177 0.787 -2.507 0.0 0.0 0.0
H 7.750 0.899 -1.464 0.0 0.1 0.0
H 7.541 -2.403 -3.253 0.0 0.0 0.0
H 7.579 -1.641 -1.662 0.0 0.0 0.0
H 9.017 -1.591 -2.706 0.0 0.0 0.0
H 1.250 3.434 -1.645 0.1 0.0 0.0
H 2.314 4.170 -0.443 0.0 0.0 -0.1
H 1.305 4.939 1.445 0.0 0.0 0.0
H -2.883 4.294 1.867 0.0 0.0 -0.1
H -3.825 4.496 -0.848 0.0 0.0 0.0
H -4.550 4.225 0.744 0.0 0.0 0.0
H -5.205 3.395 -0.668 0.0 0.0 0.0
H -2.890 2.368 -2.125 0.0 0.0 0.0
H -4.375 1.541 -1.588 0.0 0.0 0.0
H -2.782 0.849 -1.246 0.0 0.0 -0.1
H -3.979 2.153 2.048 0.0 0.0 0.0
H -3.250 0.770 1.228 0.0 0.0 0.0
H -4.894 1.276 0.800 0.0 0.0 0.0
H -0.171 6.482 4.772 0.0 0.0 0.0
H 0.899 5.416 3.852 0.1 -0.1 0.1
H -0.571 4.755 4.580 0.1 0.0 0.0
H -2.826 5.434 3.710 0.0 0.0 0.0
H -2.955 6.493 2.289 0.0 0.0 0.0
H -2.366 7.136 3.828 0.0 0.0 0.0
H 0.740 7.019 1.882 0.0 0.0 0.0
H -0.365 8.042 2.813 0.0 0.0 0.0
H -0.845 7.423 1.219 0.0 0.0 0.0
C -4.060 -0.039 6.716 0.0 0.0 -0.1
C -4.080 -0.649 5.311 -0.1 0.0 0.0
C -4.306 -2.163 5.464 0.0 0.1 0.0
C -5.267 -0.037 4.551 0.1 0.0 0.0
C -2.779 -0.416 4.542 -0.1 0.0 0.2
C -2.674 -0.847 3.218 0.0 -0.1 -0.2
C -1.489 -0.718 2.533 0.4 0.0 -0.1
Se -0.946 -1.425 0.810 -0.4 -0.2 0.7
C -2.516 -1.614 -0.291 0.3 0.1 -0.2
C -3.798 -1.956 0.086 0.1 0.1 0.2
C -4.794 -2.123 -0.873 -0.1 0.0 0.0
C -4.454 -1.857 -2.201 -0.1 0.1 0.1
C -3.176 -1.510 -2.623 0.1 -0.1 0.0
C -2.127 -1.511 -1.661 -0.2 -0.4 0.2
O -0.866 -1.498 -1.951 0.0 0.3 -0.3
C -2.876 -1.290 -4.108 0.1 0.0 0.0
C -4.137 -0.903 -4.892 0.0 -0.1 0.1
C -2.306 -2.603 -4.666 0.0 0.1 0.0
C -1.859 -0.158 -4.329 0.0 0.0 0.1
C -6.144 -2.733 -0.503 -0.1 0.0 0.0
C -6.595 -2.315 0.903 0.1 0.0 -0.1
C -5.998 -4.265 -0.542 -0.1 0.0 0.0
C -7.256 -2.328 -1.480 0.1 0.0 0.0
C -0.297 -0.219 3.154 0.2 -0.3 -0.3
O 0.802 -0.274 2.498 0.1 0.2 0.1
C -0.409 0.217 4.507 -0.1 0.0 0.1
C -1.639 0.112 5.143 0.0 0.1 0.0
C 0.860 0.590 5.273 0.1 -0.1 -0.1
C 0.584 1.064 6.702 0.0 -0.1 0.0
C 1.734 -0.676 5.352 -0.1 0.0 0.0
C 1.647 1.700 4.552 -0.1 0.0 -0.1
H -5.029 -0.197 7.198 0.0 0.0 0.0
H -3.870 1.035 6.674 0.0 0.0 0.0
H -3.297 -0.507 7.341 0.0 0.0 0.0
H -5.219 -2.372 6.034 0.0 0.0 0.0
H -3.462 -2.613 5.989 0.0 0.0 0.0
H -4.388 -2.642 4.488 0.0 0.0 0.0
H -6.205 -0.214 5.087 0.0 0.0 0.0
H -5.358 -0.459 3.550 0.0 0.0 0.0
H -5.126 1.041 4.446 0.0 0.0 0.0
H -3.533 -1.295 2.730 0.0 0.1 0.1
H -4.009 -2.115 1.136 0.0 -0.1 -0.1
H -5.229 -1.945 -2.951 0.0 0.0 0.0
H -4.841 -1.734 -4.989 0.0 0.0 0.0
H -3.856 -0.589 -5.900 0.0 0.0 0.0
H -4.644 -0.070 -4.398 0.0 0.0 0.0
H -3.030 -3.413 -4.542 0.0 0.0 0.0
H -1.394 -2.856 -4.122 0.0 0.0 0.0
H -2.065 -2.510 -5.731 0.0 0.0 0.0
H -2.281 0.797 -4.008 0.0 0.0 0.0
H -1.608 -0.088 -5.392 -0.1 0.0 0.0
H -0.947 -0.327 -3.765 0.0 0.0 0.0
H -5.949 -2.731 1.678 0.0 0.0 0.0
H -7.610 -2.674 1.092 0.0 0.0 0.0
H -6.588 -1.227 0.997 0.0 0.0 0.0
H -5.220 -4.587 0.152 0.0 0.0 0.0
H -5.709 -4.587 -1.545 0.0 0.0 0.0
H -6.937 -4.761 -0.273 0.0 0.0 0.0
H -7.310 -1.241 -1.565 0.0 0.0 0.0
H -8.220 -2.699 -1.123 0.0 0.0 0.0
H -7.091 -2.747 -2.473 0.0 0.0 0.0
H -1.701 0.439 6.173 0.0 -0.1 0.0
H 0.147 0.272 7.317 0.0 0.0 0.0
H -0.088 1.926 6.711 0.0 0.0 0.0
H 1.527 1.362 7.169 0.0 0.0 0.0
H 1.204 -1.472 5.884 0.0 0.0 0.0
H 2.676 -0.474 5.873 0.0 0.0 0.0
H 1.948 -1.019 4.342 0.1 0.0 0.0
H 1.321 2.675 4.903 -0.1 0.3 0.1
H 1.493 1.657 3.478 0.1 -0.1 0.0
H 2.718 1.606 4.756 0.0 0.0 0.0
C 1.940 -5.714 -2.050 0.1 0.0 0.0
N 1.355 -4.514 -1.518 -0.2 0.0 0.1
C -0.074 -4.525 -1.256 0.1 0.1 0.1
C 2.094 -3.418 -1.230 0.4 -0.2 0.1
O 1.699 -2.413 -0.683 0.0 0.0 0.0
H 1.410 -6.023 -2.956 0.1 0.0 0.0
H 1.883 -6.537 -1.328 0.0 0.0 0.0
H 2.988 -5.543 -2.299 -0.1 0.0 0.0
H -0.589 -5.036 -2.072 0.0 0.0 0.0
H -0.414 -3.494 -1.214 -0.1 0.1 0.0
H -0.304 -5.022 -0.309 0.0 0.0 0.0
H 3.149 -3.540 -1.544 -0.1 0.1 0.1
```
Forces are in eV/Å.

***

An isolated molecule of C2H6N2OS in a non-equilibrium geometry. Source: OMol25; level of theory: ωB97M-V/def2-TZVPD.

SMILES ... CN(S)/C=N\O
Highest occupied orbital energy ... -8.36 eV
2S+1 ... 1
Calculated total energy ... -18031.4312 eV

The geometry in XYZ format:
```
12
Properties=species:S:1:pos:R:3:forces:R:3
C -0.273 1.252 -0.168 -0.6 0.4 1.4
C 0.183 -1.206 -0.223 3.1 -1.1 0.4
H -1.127 1.938 -0.007 0.1 -0.8 -0.3
H 0.320 1.362 0.748 0.2 0.3 -0.6
H 0.248 1.602 -1.056 0.2 -0.4 0.0
H -2.610 -0.685 1.248 0.4 0.2 -0.8
H -0.228 -2.238 -0.357 0.2 1.2 0.3
H 2.986 -0.221 0.244 0.0 0.5 -0.1
N -0.704 -0.165 -0.207 -1.3 0.6 -0.3
N 1.517 -1.218 -0.096 -3.8 -0.2 -0.7
O 2.099 0.063 -0.013 0.5 -0.4 0.4
S -2.412 -0.484 -0.112 0.9 -0.2 0.4
```
Forces are in eV/Å.

***

A cluster of 2 separate species, C5H7N3O2 in total in a non-equilibrium geometry. Source: OMol25; level of theory: ωB97M-V/def2-TZVPD.

Highest occupied orbital energy ... -10.30 eV
2S+1 ... 1
Calculated total energy ... -13859.2070 eV

The geometry in XYZ format:
```
17
Properties=species:S:1:pos:R:3:forces:R:3
C -2.942 3.377 -0.323 -0.9 0.8 0.7
C -4.120 -1.977 0.244 -1.8 1.4 -3.3
C -0.571 -1.031 0.025 -2.7 3.8 1.1
C 0.661 1.116 -0.343 4.0 1.8 1.1
C -0.528 0.351 -0.735 0.6 -2.8 -1.8
N -2.922 2.418 0.369 -1.7 1.9 -0.2
N -2.353 1.204 0.331 0.6 -1.1 0.7
N -1.530 1.319 -0.560 0.3 -0.4 -0.9
O -4.566 -1.593 -0.748 -0.2 0.3 -1.0
O -3.737 -2.345 1.226 1.9 -1.7 4.4
H -0.743 -1.905 -0.491 -0.2 -1.6 -1.6
H 0.282 -1.072 0.631 1.1 -0.4 0.9
H -1.479 -0.852 0.677 1.1 -0.7 -0.2
H 1.657 0.776 -0.867 -1.9 0.1 1.3
H 0.730 1.021 0.815 0.4 0.5 -1.9
H 0.649 2.220 -0.653 -0.4 -1.5 0.7
H -0.444 0.252 -1.829 -0.3 -0.3 0.2
```
Forces are in eV/Å.